Record 1
20
Properties=species:S:1:pos:R:3:lowdin_charge:R:1 method="wB97M-V/def2-TZVPD" smiles="N#C[C@]12CC=C[C@H]1CN2.O" spin_multiplicity=1 molar_mass_g_mol=138.17 total_charge=0 relative_energy_ev=2.605 homo_lumo_gap_ev=10.41
N 0.38 1.37 -1.06 0.16
C 0.98 0.47 -0.59 -0.10
C 1.76 -0.77 -0.42 -0.41
C 3.24 -0.51 -0.07 -0.10
C 3.99 -1.50 -0.93 -0.07
C 3.19 -2.16 -1.78 -0.05
C 1.74 -1.79 -1.62 -0.19
C 0.95 -2.74 -0.69 -0.13
N 1.05 -1.76 0.42 0.04
H 3.55 0.52 -0.30 0.12
H 3.42 -0.66 1.01 0.12
H 5.07 -1.58 -0.91 0.11
H 3.52 -2.90 -2.50 0.11
H 1.24 -1.49 -2.55 0.15
H -0.09 -2.91 -1.00 0.11
H 1.43 -3.70 -0.49 0.12
H 1.60 -2.08 1.21 0.11
O -1.04 1.49 1.30 -0.16
H -1.14 0.52 1.13 0.03
H -0.97 1.98 0.39 0.05

***

Record 2
53
Properties=species:S:1:pos:R:3:lowdin_charge:R:1 method="wB97M-V/def2-TZVPD" spin_multiplicity=1 molar_mass_g_mol=980.99 total_charge=+1 relative_energy_ev=1.575 homo_lumo_gap_ev="5.74 / 5.74"
Tc 0.53 -1.45 -1.31 1.20
N -1.61 -1.76 -1.06 -0.07
C -2.11 -1.22 0.22 -0.15
C -0.98 -1.19 1.24 -0.57
O -1.19 -1.00 2.43 0.05
N 0.22 -1.34 0.66 -0.16
C 1.45 -1.34 1.44 -0.11
C 2.58 -0.82 0.55 -0.60
O 3.70 -0.67 0.96 0.12
O 2.19 -0.54 -0.69 -0.28
H -2.17 -1.40 -1.83 0.05
H -1.71 -2.77 -1.08 0.11
H -2.95 -1.79 0.61 0.14
H -2.44 -0.19 0.05 0.04
H 1.71 -2.35 1.77 0.14
H 1.38 -0.73 2.34 0.10
Se -3.63 1.24 -2.10 -0.05
Sb -2.14 1.35 -3.89 0.45
Se 0.72 2.49 -1.79 0.18
Se 0.27 0.37 -2.83 0.19
Se -0.64 3.64 -3.22 0.11
F 4.00 -6.71 -3.24 0.15
C 3.07 -5.77 -3.08 -0.13
C 1.78 -6.12 -2.72 -0.13
F 1.47 -7.40 -2.53 0.14
C 0.82 -5.14 -2.55 -0.14
F -0.42 -5.48 -2.19 0.12
C 1.13 -3.79 -2.74 -0.26
O 0.18 -2.85 -2.63 -0.28
C 2.43 -3.47 -3.10 -0.15
F 2.73 -2.17 -3.29 0.08
C 3.40 -4.44 -3.27 -0.14
F 4.64 -4.10 -3.62 0.14
C -1.22 5.27 2.11 -0.01
N -1.33 4.11 1.23 -0.17
C -1.99 4.37 -0.04 -0.07
C -0.65 3.00 1.47 -0.58
S -0.17 1.77 0.29 0.72
N -0.38 2.63 2.72 -0.17
C -1.34 2.89 3.81 -0.01
C 0.67 1.67 3.10 -0.05
H -0.92 6.12 1.50 0.11
H -0.46 5.11 2.87 0.10
H -2.17 5.50 2.59 0.11
H -2.84 5.03 0.15 0.11
H -2.36 3.45 -0.48 0.02
H -1.31 4.87 -0.73 0.05
H -2.25 3.32 3.42 0.10
H -0.90 3.56 4.55 0.11
H -1.57 1.93 4.27 0.11
H 1.53 1.77 2.44 0.09
H 0.27 0.65 3.08 0.06
H 0.97 1.91 4.11 0.11

***

Record 3
17
Properties=species:S:1:pos:R:3:lowdin_charge:R:1 method="wB97M-V/def2-TZVPD" smiles="C=C/C=C(/C)O.O" spin_multiplicity=1 molar_mass_g_mol=102.13 total_charge=0 relative_energy_ev=3.153 homo_lumo_gap_ev=8.82
C -0.60 2.33 -0.93 0.01
C -0.74 1.47 0.08 -0.18
C -0.17 0.12 0.14 -0.07
C 0.39 -0.34 1.28 -0.36
C 0.55 -1.77 1.64 -0.04
O 0.48 0.55 2.35 0.01
H -0.77 3.37 -0.67 0.05
H -0.54 2.09 -1.98 0.05
H -1.17 1.80 1.02 0.10
H 0.19 -0.30 -0.80 0.10
H 1.03 -2.34 0.83 0.09
H -0.37 -2.31 1.81 0.09
H 1.16 -1.87 2.54 0.08
H 1.38 0.47 2.70 0.11
O -0.44 -1.33 -3.61 -0.06
H -0.85 -0.63 -3.10 0.02
H 0.47 -1.31 -3.29 0.03

***

Record 4
6
Properties=species:S:1:pos:R:3:lowdin_charge:R:1 method="wB97M-V/def2-TZVPD" smiles="C=NO" spin_multiplicity=1 molar_mass_g_mol=45.04 total_charge=0 relative_energy_ev=2.512 homo_lumo_gap_ev=11.12
C -1.11 0.20 0.04 -0.04
N -0.08 -0.56 -0.06 -0.09
O 1.04 0.26 0.00 -0.13
H -0.90 1.25 -0.16 0.08
H -2.07 -0.29 0.13 0.07
H 1.86 -0.30 0.18 0.12

***

Record 5
7
Properties=species:S:1:pos:R:3:lowdin_charge:R:1 method="wB97M-V/def2-TZVPD" smiles="N#C/C=C/F" spin_multiplicity=1 molar_mass_g_mol=71.05 total_charge=0 relative_energy_ev=0.710 homo_lumo_gap_ev=10.47
N 1.48 -1.14 1.84 0.14
C 0.82 -0.71 0.96 -0.22
C 0.08 -0.39 -0.22 -0.09
C -0.70 0.64 -0.32 -0.10
F -0.77 1.35 -1.50 0.01
H 0.56 -0.86 -1.10 0.13
H -1.46 1.10 0.34 0.14

***

Record 6
18
Properties=species:S:1:pos:R:3:lowdin_charge:R:1 method="wB97M-V/def2-TZVPD" spin_multiplicity=2 molar_mass_g_mol=195.66 total_charge=0 relative_energy_ev=1.227 homo_lumo_gap_ev="6.90 / 6.90"
C -2.32 -0.06 1.02 -0.12
C -2.18 0.62 -0.34 -0.50
O -1.59 1.86 -0.25 -0.37
H -2.90 -1.00 0.95 0.06
H -1.33 -0.30 1.44 0.05
H -2.83 0.60 1.74 0.07
H -3.20 0.70 -0.78 0.10
H -1.63 -0.08 -1.01 0.08
Cu 0.22 2.88 -0.50 0.60
O 2.18 -0.58 0.92 0.09
C 2.18 0.64 0.42 -0.57
C 1.92 -1.55 -0.10 -0.10
O 1.99 1.65 1.04 0.14
O 2.06 0.59 -0.92 0.06
C 1.73 -0.69 -1.30 0.00
H 1.03 -2.13 0.19 0.14
H 2.79 -2.23 -0.17 0.14
H 1.87 -0.94 -2.35 0.13

***

Record 7
24
Properties=species:S:1:pos:R:3:lowdin_charge:R:1 method="wB97M-V/def2-TZVPD" smiles=OC[C@H]1NC[C@H](O)[C@H](O)[C@H]1O spin_multiplicity=1 molar_mass_g_mol=163.17 total_charge=0 relative_energy_ev=3.129 homo_lumo_gap_ev=9.34
O -3.20 0.19 -0.36 -0.08
C -2.42 -0.17 0.73 -0.25
C -0.85 -0.31 0.45 -0.26
N -0.67 -1.05 -0.87 -0.01
C 0.78 -1.48 -0.92 -0.16
C 1.84 -0.68 -0.16 -0.33
O 1.79 -0.96 1.24 -0.02
C 1.49 0.73 -0.53 -0.19
O 2.31 1.81 -0.08 -0.03
C -0.06 1.01 0.27 -0.20
O -0.96 1.91 -0.35 -0.03
H -2.88 1.06 -0.70 0.10
H -2.82 -1.15 0.86 0.10
H -2.62 0.37 1.69 0.12
H -0.38 -1.04 1.29 0.17
H -1.44 -1.84 -0.84 0.15
H 0.94 -2.53 -0.56 0.13
H 1.16 -1.43 -1.98 0.13
H 2.81 -1.07 -0.52 0.15
H 2.15 -0.30 1.80 0.08
H 1.30 0.98 -1.47 0.10
H 3.01 2.15 -0.64 0.09
H 0.14 1.39 1.34 0.16
H -1.42 2.43 0.31 0.10

***

Record 8
17
Properties=species:S:1:pos:R:3:lowdin_charge:R:1 method="wB97M-V/def2-TZVPD" spin_multiplicity=1 molar_mass_g_mol=107.16 total_charge=0 relative_energy_ev=2.816 homo_lumo_gap_ev=10.18
H 2.90 0.57 -0.68 0.06
N 2.16 0.68 0.01 0.17
C 1.01 0.33 -0.39 -0.38
C 0.74 -0.26 -1.71 -0.12
C -0.20 -1.17 -1.93 0.04
C -0.14 0.46 0.56 -0.28
C -1.04 1.64 0.29 -0.04
C -0.31 -0.39 1.52 -0.06
C -0.48 -1.26 2.46 0.02
H 1.44 0.00 -2.49 0.10
H -0.89 -1.47 -1.16 0.07
H -0.32 -1.65 -2.89 0.06
H -1.87 1.65 1.00 0.08
H -1.43 1.58 -0.73 0.08
H -0.47 2.56 0.38 0.08
H -0.05 -1.12 3.44 0.06
H -1.06 -2.15 2.32 0.05